No. 1
The molecule C3H2O2, computed with ωB97M-V/def2-TZVPD.

XYZ file:
```
7
Properties=species:S:1:pos:R:3:forces:R:3
C -0.1238 -0.0482 0.2285 -0.27 0.14 1.11
C -0.2503 0.5738 1.9337 0.60 0.03 -1.33
O -0.1719 -0.7942 2.3594 0.42 -0.59 0.72
C -0.9726 -0.5772 1.2565 0.22 -0.21 -0.99
O -1.6671 0.5001 1.7758 -0.95 0.51 0.25
H -0.5623 0.5863 -0.5246 -0.11 0.17 0.04
H 0.7912 -0.5635 -0.0228 0.09 -0.04 0.19
```
Forces are in eV/Å.

For the molar mass, the calculation gives 70.0 g/mol. As for the structure (SMILES): C1[C@]23O[C@]12O3.

Here are the Löwdin charges for atoms 1 to 5, given in e: 0.14, -0.05, 0.06, -0.40, 0.05

***

No. 2
The molecule FNO3, computed with ωB97M-V/def2-TZVPD.

XYZ file:
```
5
Properties=species:S:1:pos:R:3:forces:R:3
O 0.9451 -0.3808 -1.0822 4.29 0.68 -2.52
N 0.2670 -0.4168 -0.1562 -4.16 -1.75 -1.34
O -0.5700 -1.2534 0.0177 -0.58 0.17 2.28
O 0.2689 0.7907 0.5616 6.15 -0.64 1.00
F -0.9109 1.2602 0.6592 -5.70 1.53 0.58
```
Forces are in eV/Å.

For the molar mass, the calculation gives 81.0 g/mol. As for the structure (SMILES): O=[N+]([O-])OF.

Löwdin charges in e: 0.18, -0.42, 0.14, 0.05, 0.05

***

No. 3
The ion C4H13N2 with charge +1, computed with ωB97M-V/def2-TZVPD.

XYZ file:
```
19
Properties=species:S:1:pos:R:3:forces:R:3
N 2.1127 -0.7806 -0.4591 -0.60 1.19 -1.49
C 1.2302 0.3844 -0.7536 0.23 -1.82 1.66
C 0.7157 1.0370 0.5308 -0.54 1.80 -0.17
C -0.5401 0.4815 1.1826 -0.48 -2.03 -0.26
C -1.7189 0.2013 0.2228 0.05 1.78 -0.57
N -1.6684 -1.0659 -0.5765 1.47 -0.99 0.36
H 1.9817 -1.1202 0.4752 0.79 0.13 0.26
H 3.0327 -0.5564 -0.7982 0.43 -0.59 0.76
H 1.6501 1.1616 -1.3823 0.39 -0.38 -0.22
H 0.4347 -0.1351 -1.2989 -0.28 1.16 -0.42
H 0.5559 2.1008 0.2816 -0.65 -0.24 -0.14
H 1.4205 1.2275 1.3461 0.60 -0.86 -0.36
H -0.3550 -0.4971 1.6711 0.24 0.63 0.42
H -0.9109 1.2142 1.8958 -0.05 -0.28 0.26
H -2.6998 0.2000 0.6868 0.07 0.33 0.13
H -1.5549 1.0304 -0.4739 -1.09 -0.23 -0.37
H -1.5433 -1.8498 0.0710 -0.05 -0.09 -0.07
H -0.8102 -1.0393 -1.1393 -0.07 -0.19 -0.01
H -2.4136 -1.3412 -1.2184 -0.45 0.68 0.23
```
Forces are in eV/Å.

The net charge is +1. For the molar mass, the calculation gives 89.2 g/mol. As for the structure (SMILES): NCCCC[NH3+].

Here are the Löwdin charges for atoms 1 to 5, given in e: 0.01, -0.24, -0.21, -0.18, -0.14

***

No. 4
A cluster of 2 separate species, C2H7OS in total, computed with ωB97M-V/def2-TZVPD.

XYZ file:
```
11
Properties=species:S:1:pos:R:3:forces:R:3
O -0.0582 -2.2951 -1.0484 -0.11 0.00 0.09
H -0.5843 -2.2347 -1.8545 0.07 -0.05 0.00
C 1.0676 0.8825 0.5533 -0.14 -0.20 -0.11
C -0.3063 0.2186 0.5432 0.00 0.52 0.94
S -1.4227 0.9532 -0.6875 0.34 0.61 0.11
H 1.7341 0.2670 1.1608 0.07 0.12 0.06
H 1.0287 1.8907 0.9733 0.08 0.04 -0.07
H 1.4852 0.9227 -0.4527 -0.01 -0.01 -0.01
H -0.2044 -0.8638 0.4208 -0.28 0.00 -0.79
H -0.8016 0.4352 1.4957 0.18 -0.18 0.12
H -1.9380 -0.1764 -1.1041 -0.19 -0.85 -0.35
```
Forces are in eV/Å.

The net charge is -1. For the molar mass, the calculation gives 79.1 g/mol.

Here are the Löwdin charges for atoms 1 to 5, given in e: -0.61, -0.20, -0.20, -0.64, 0.62

***

Number 1: highest occupied orbital energy -11.057 eV, LUMO energy 0.029 eV. Number 2: highest occupied orbital energy -12.029 eV, LUMO energy -0.691 eV. Number 3: highest occupied orbital energy -12.796 eV, LUMO energy -3.534 eV. Number 4: highest occupied orbital energy -2.535 eV, LUMO energy 3.641 eV.